53
Properties=species:S:1:pos:R:3:forces:R:3:nbo_charge:R:1 method="wB97M-V/def2-TZVPD" homo_energy_ev=-0.45 total_charge=-2 spin_multiplicity=1 fmax_ha_per_bohr=0.0154 lumo_energy_ev=3.668 orbital_gap_ev=4.12
K 0.051318 -0.891484 0.034757 -0.50 0.24 -0.50 0.88
I 2.740785 -3.657463 2.646506 0.05 -0.01 0.12 0.15
C 3.585795 -1.733088 2.952552 -0.14 -0.03 0.05 -0.74
I 3.809033 -0.641071 1.152416 0.01 0.13 -0.02 0.17
H 4.547399 -1.849140 3.435600 0.04 -0.03 -0.10 0.21
H 2.904758 -1.178284 3.587331 -0.08 -0.02 -0.09 0.23
S -2.666336 -3.127822 -2.177138 -0.03 -0.05 -0.29 -0.38
C -2.607650 -2.854729 -0.508284 0.02 0.04 0.22 -0.50
S -1.931139 -4.023344 0.569765 0.05 0.00 -0.02 -0.45
S -3.211209 -1.351363 0.133699 -0.02 0.06 0.10 -0.49
C -1.676585 1.822015 1.316301 0.07 -0.05 0.09 -0.66
C -1.265094 2.588854 0.094448 -0.09 0.11 -0.08 0.22
C -1.813559 3.873181 -0.152736 0.12 -0.04 -0.10 -0.27
C -1.400762 4.554615 -1.257233 0.02 -0.07 0.04 -0.18
C -0.444160 3.981161 -2.125549 -0.04 0.18 -0.11 -0.02
C 0.014731 4.678407 -3.270462 0.00 -0.05 0.04 -0.30
C 0.945297 4.074882 -4.072903 -0.04 0.05 0.03 -0.20
C 1.434036 2.796365 -3.775821 0.03 0.05 -0.08 -0.28
C 1.022217 2.056724 -2.672956 0.03 -0.10 -0.04 -0.11
S 1.654696 0.478221 -2.380849 0.15 -0.04 0.09 -0.50
C 0.040352 2.686844 -1.813580 0.01 0.00 -0.01 0.10
N -0.394529 2.027929 -0.707801 0.02 0.02 0.17 -0.41
H -2.347766 2.407005 1.948853 -0.02 0.00 -0.03 0.19
H -0.785877 1.570899 1.897068 -0.03 0.00 -0.01 0.22
H -2.179554 0.890830 1.036452 0.00 -0.01 0.00 0.27
H -2.542252 4.286224 0.533185 -0.02 0.01 0.00 0.20
H -1.788657 5.541426 -1.490359 -0.02 0.00 0.02 0.19
H -0.380989 5.665787 -3.482760 0.02 -0.01 -0.02 0.18
H 1.319162 4.579238 -4.958469 -0.03 0.04 0.01 0.19
H 2.166335 2.351079 -4.437831 0.00 -0.05 0.05 0.21
C -0.630011 1.209538 5.035946 -0.03 0.04 -0.03 -0.27
O 0.103473 0.565105 4.012291 0.00 -0.14 0.11 -0.52
C -0.413887 -0.548733 3.401206 -0.07 -0.03 -0.19 0.87
O 0.237192 -1.077517 2.527201 0.20 0.11 0.61 -0.67
N -1.597805 -1.002891 3.851496 0.02 0.17 -0.04 -0.49
N -2.258058 -2.108124 3.275418 -0.01 -0.13 0.05 -0.70
H 0.013382 1.999070 5.418494 -0.01 0.00 -0.02 0.19
H -0.874997 0.524910 5.852623 0.01 0.00 -0.01 0.17
H -1.544572 1.665827 4.643654 0.00 -0.03 0.01 0.18
H -2.183315 -0.429470 4.425706 0.01 -0.01 0.11 0.38
H -2.643515 -1.833358 2.354973 -0.02 0.06 -0.06 0.40
H -1.550312 -2.794024 3.021860 -0.01 -0.06 0.04 0.39
C 1.761972 -3.276851 -4.015484 -0.01 -0.04 -0.07 -0.42
N 2.164781 -2.998690 -2.652833 -0.15 -0.01 0.11 -0.64
C 1.359685 -3.368526 -1.587850 -0.10 0.34 0.23 0.79
N 0.442904 -4.345098 -1.778254 0.16 -0.23 0.03 -0.86
O 1.509260 -2.815301 -0.492866 0.49 -0.52 -0.34 -0.74
H 2.523788 -2.893582 -4.693818 -0.01 0.04 0.03 0.20
H 0.803808 -2.816045 -4.279464 0.00 -0.02 0.00 0.20
H 1.699500 -4.356196 -4.172885 -0.03 0.02 0.01 0.18
H 2.498106 -2.055359 -2.498546 0.06 -0.02 -0.06 0.41
H 0.022132 -4.434875 -2.689007 -0.06 0.06 0.05 0.39
H -0.243308 -4.413711 -1.014063 -0.02 0.04 -0.09 0.44

---

84
Properties=species:S:1:pos:R:3:forces:R:3:mulliken_charge:R:1 method="wB97M-V/def2-TZVPD" homo_energy_ev=-6.36 spin_multiplicity=1 fmax_ha_per_bohr=0.0910 lumo_energy_ev=0.147 orbital_gap_ev=6.50
Pb 0.218551 -0.577192 0.373265 -0.98 2.54 -1.62 0.94
C -0.880180 1.150058 -2.459104 0.22 1.46 3.04 -0.99
C -1.930602 1.364324 -1.489093 0.53 -0.08 -0.22 0.57
C -1.402833 2.329193 -0.521437 -0.36 -1.68 -1.15 -0.67
Si -3.565683 0.400819 -1.513949 2.59 1.56 0.09 -0.39
C -0.082294 2.611955 -0.878604 1.27 0.20 0.40 -0.27
C 0.299768 1.874145 -2.046715 -0.36 -0.69 -0.60 0.55
Si 1.977412 1.659830 -2.915011 -2.62 0.41 1.48 -0.38
H -0.956730 0.537645 -3.297193 -0.08 -1.03 -1.32 0.53
H -1.991636 2.686681 0.302549 0.07 0.39 0.31 0.36
H 0.627933 3.292607 -0.353024 -0.78 -0.45 -0.31 0.17
Cl 1.288945 -0.690950 4.467608 0.70 -0.22 2.61 -0.31
C 1.583567 1.073636 -4.622412 0.35 -0.28 -0.82 -1.15
C 2.794578 3.306441 -2.894067 0.92 0.60 -0.45 -1.11
C -3.780162 -0.154789 -3.263654 -0.58 -0.50 -0.58 -1.14
C -4.875966 1.568780 -0.969320 -1.19 0.12 0.08 -1.09
H 2.328276 3.992458 -3.615067 -0.02 -0.23 0.16 0.38
H 3.843117 3.204429 -3.191623 0.11 0.15 -0.02 0.37
H 2.788314 3.809891 -1.926090 -0.14 -0.12 0.02 0.34
H 1.214095 0.041878 -4.645292 -0.02 0.14 0.12 0.29
H 2.482579 1.090106 -5.246785 0.00 -0.04 -0.09 0.37
H 0.836312 1.707347 -5.120529 0.17 -0.08 0.31 0.34
H -5.082522 2.325884 -1.738578 0.19 -0.20 0.11 0.37
H -4.654957 2.105313 -0.045423 0.16 -0.05 -0.04 0.34
H -5.812475 1.025221 -0.804419 -0.15 0.10 0.05 0.36
H -3.672585 0.671654 -3.980103 0.04 -0.11 0.35 0.34
H -4.780899 -0.575402 -3.409334 -0.01 -0.04 -0.09 0.37
H -3.072232 -0.940614 -3.551415 0.01 0.15 0.11 0.29
C 3.027290 0.361985 -2.000662 1.09 -0.41 -0.47 -1.10
C -3.459949 -1.104383 -0.354032 -0.94 -0.86 0.06 -1.08
P 2.834479 0.241427 -0.195770 0.98 0.83 -0.09 0.28
H 4.098339 0.522135 -2.247631 -0.40 -0.09 0.03 0.78
H 2.775532 -0.617981 -2.446510 -0.01 0.26 0.21 0.48
P -2.438636 -0.950662 1.141817 -1.12 0.34 0.44 0.27
H -3.070464 -1.943143 -0.958877 0.01 0.25 0.19 0.48
H -4.486323 -1.412008 -0.062282 0.35 0.07 -0.18 0.77
C -2.514897 -2.550845 2.100480 -0.47 0.35 0.40 0.88
C -3.422598 0.249588 2.201465 0.14 -0.09 -0.57 1.21
C 3.612352 1.840797 0.417678 -0.32 -0.20 -0.45 1.22
C 3.981578 -1.082855 0.450668 0.40 0.55 0.18 0.89
C 3.220119 -2.364583 0.814524 -0.04 -0.20 0.02 -1.11
H 4.397223 -0.663878 1.392523 -0.23 -0.10 -0.39 0.26
C 5.155233 -1.398232 -0.479136 0.30 -0.32 0.14 -1.65
H 4.800965 -1.810028 -1.433166 0.12 0.09 0.18 0.30
H 5.765850 -2.164758 0.018139 -0.01 0.05 -0.25 0.51
H 5.824728 -0.547535 -0.683501 -0.46 -0.24 0.05 0.29
H 2.482426 -2.227109 1.640171 0.39 -0.01 -0.55 0.12
H 3.954388 -3.108571 1.183492 -0.49 0.18 -0.27 0.54
H 2.699251 -2.763955 -0.081316 0.28 0.02 0.54 0.15
H 3.064692 2.621735 -0.155505 0.26 -0.45 0.36 -0.58
C 5.112988 1.973523 0.083792 0.12 0.42 0.25 -1.63
C 3.339682 2.070849 1.921283 -0.03 0.15 -0.15 -1.24
H 5.362569 1.900689 -0.992491 -0.34 -0.04 0.51 0.28
H 5.726058 1.233514 0.631685 -0.29 0.38 -0.17 0.29
H 5.417476 2.987880 0.415253 0.08 -0.53 -0.17 0.47
H 2.267401 2.254342 2.135688 0.57 -0.14 -0.27 0.09
H 3.898589 2.974007 2.217247 -0.21 -0.34 0.12 0.49
H 3.674462 1.226931 2.551576 -0.04 0.34 -0.24 0.24
H -3.563215 1.122323 1.525627 0.14 -0.47 0.39 -0.58
C -2.615859 0.720282 3.432093 -0.10 0.12 -0.11 -1.26
C -4.819095 -0.271652 2.600458 -0.14 0.36 0.33 -1.63
H -5.477615 -0.546159 1.754342 0.51 0.15 0.29 0.28
H -5.319853 0.558962 3.138980 0.07 -0.52 -0.16 0.46
H -4.757934 -1.138271 3.285222 0.00 0.44 -0.24 0.30
H -1.736417 1.336888 3.158041 -0.52 -0.38 -0.01 0.09
H -2.260982 -0.120490 4.056057 -0.21 0.31 -0.20 0.25
H -3.287876 1.349746 4.038025 0.35 -0.21 -0.01 0.49
C -1.224460 -3.367639 1.949344 0.13 -0.14 0.00 -1.11
C -3.737186 -3.411958 1.775332 -0.04 -0.40 0.23 -1.63
H -2.590065 -2.239762 3.165099 0.04 -0.05 -0.47 0.25
H -3.718629 -3.740403 0.727664 -0.06 0.06 0.23 0.30
H -4.707588 -2.933646 1.983328 0.49 -0.03 -0.19 0.30
H -3.683293 -4.304282 2.414587 -0.13 0.02 -0.22 0.51
H -1.053717 -3.612101 0.879808 0.02 -0.04 0.60 0.14
H -1.338855 -4.302229 2.534161 0.20 0.33 -0.44 0.54
H -0.321440 -2.857323 2.361387 -0.56 -0.23 -0.32 0.12
C 0.730144 -0.068216 2.808618 1.40 -3.94 2.11 0.88
H 0.567860 0.960261 3.059763 -0.36 0.41 -1.06 0.42
H -0.087795 -0.861928 2.858797 0.61 2.05 -0.80 -0.72
H 1.719931 -0.466084 2.404182 -1.67 1.56 -0.27 -0.70
C 0.091965 -1.913618 -1.332566 0.55 -2.14 0.57 -1.48
H 0.468565 -2.802216 -0.651740 -0.70 0.85 -1.88 0.37
H 0.823237 -1.666162 -2.114200 -0.42 -0.30 0.20 0.37
H -0.942322 -2.064548 -1.684193 0.67 -0.09 0.03 0.35

---

8
Properties=species:S:1:pos:R:3:forces:R:3:nbo_charge:R:1 method="wB97M-V/def2-TZVPD" homo_energy_ev="-9.20 / -9.20" spin_multiplicity=1 fmax_ha_per_bohr=0.1094 lumo_energy_ev="-1.768 / -1.768" orbital_gap_ev="7.43 / 7.43"
C -0.212852 2.163647 2.389742 0.22 -0.85 -0.66 -0.18
C 1.177341 0.023261 1.064463 3.16 -0.69 3.53 0.94
C 0.119978 -0.052849 0.087384 -1.80 0.28 -3.11 -0.86
N -1.119962 2.809867 2.730789 0.44 -0.28 -0.15 -0.59
O 2.111679 -0.278030 1.709426 -4.35 1.53 -3.23 -0.31
H 0.245328 0.746338 -0.779593 -0.06 -1.00 2.31 0.34
H -0.938261 0.089404 0.546552 2.12 -0.10 -0.48 0.36
H 0.159138 -1.004412 -0.591527 0.27 1.12 1.80 0.30

---

15
Properties=species:S:1:pos:R:3:forces:R:3:nbo_charge:R:1 method="wB97M-V/def2-TZVPD" homo_energy_ev=-8.27 spin_multiplicity=1 fmax_ha_per_bohr=0.0326 lumo_energy_ev=0.842 orbital_gap_ev=9.11
N 0.993221 0.317590 0.680105 -0.02 0.54 -0.74 -0.49
C 0.566827 0.318392 -0.653828 0.05 0.73 1.51 0.52
C -0.181601 -2.037604 0.129311 -1.07 -0.79 0.50 0.29
N 0.225156 0.685818 1.802719 -0.11 -0.05 -0.30 -0.63
N 1.568002 -0.031592 -1.536820 0.25 -0.37 -0.07 -0.82
O -1.612514 0.947541 -0.223927 0.33 -0.31 0.22 -0.62
N -0.564591 0.649721 -1.148594 -0.44 0.30 -0.66 -0.30
N -1.271134 -2.033413 0.569927 0.56 -0.02 -0.49 -0.76
H -2.306688 1.277141 -0.803698 0.22 -0.08 -0.09 0.48
H 1.813107 -0.238735 0.876513 -0.33 0.04 0.03 0.39
H -0.072205 1.655940 1.697514 0.19 -0.35 -0.03 0.36
H -0.627063 0.122598 1.827936 0.28 0.14 -0.04 0.35
H 2.463042 0.405052 -1.372950 -0.15 0.03 -0.07 0.38
H 1.274673 -0.060292 -2.502400 0.02 0.13 0.16 0.40
H -2.268233 -1.978157 0.658192 0.22 0.05 0.08 0.45

---

15
Properties=species:S:1:pos:R:3:forces:R:3:nbo_charge:R:1 method="wB97M-V/def2-TZVPD" homo_energy_ev=-8.15 spin_multiplicity=1 fmax_ha_per_bohr=0.0082 lumo_energy_ev=-0.294 orbital_gap_ev=7.85
C -2.375559 0.614453 -0.029302 0.05 0.04 -0.19 -0.69
C -1.095516 -0.155460 -0.036243 -0.08 0.05 0.41 0.23
N -0.005843 0.347813 0.573335 -0.17 -0.07 -0.03 -0.66
C 0.985918 -0.708345 0.069627 0.13 -0.18 0.19 0.53
O 0.847125 -1.807585 0.599842 0.04 0.21 -0.17 -0.64
C 2.369867 -0.107938 -0.099303 0.01 0.02 -0.15 -0.67
H -3.199531 0.108775 -0.535120 0.24 0.06 -0.08 0.24
H -2.299750 1.653555 -0.357646 0.09 -0.16 -0.04 0.23
H -2.614590 0.634737 1.047221 -0.03 0.02 -0.20 0.26
H -1.172987 -1.237399 0.039433 0.03 0.10 -0.03 0.23
H 0.185487 -0.697548 -1.270289 0.06 0.04 0.26 -0.11
H 0.214437 1.284724 0.235738 0.01 -0.11 0.37 0.37
H 2.433875 0.802521 -0.699255 -0.16 -0.15 -0.05 0.21
H 3.062866 -0.863878 -0.471756 -0.19 0.11 -0.06 0.24
H 2.664201 0.131571 0.933720 -0.03 0.02 -0.22 0.23

---

40
Properties=species:S:1:pos:R:3:forces:R:3:mulliken_spin:R:1 method="wB97M-V/def2-TZVPD" homo_energy_ev="-12.69 / -12.70" total_charge=+1 spin_multiplicity=2 fmax_ha_per_bohr=0.0167 lumo_energy_ev="-6.421 / -5.212" s2=0.83 orbital_gap_ev="6.27 / 7.49"
Mn 0.177899 -0.956377 1.395899 -0.43 -0.17 0.23 1.27
C 1.076014 -1.869482 3.193811 -0.07 0.03 0.22 -0.05
C -0.322552 -1.932412 3.324801 -0.10 -0.06 0.05 -0.07
C -0.830185 -2.724441 2.254163 -0.15 0.03 0.18 -0.05
C 0.254388 -3.152499 1.475383 0.11 0.06 -0.20 -0.06
C 1.437240 -2.615763 2.050482 0.09 -0.02 -0.29 -0.04
H 1.751057 -1.338335 3.844265 -0.01 0.11 -0.06 0.00
H -0.913660 -1.453233 4.089190 -0.02 0.10 -0.06 0.00
H -1.869814 -2.938756 2.067489 -0.03 0.09 -0.06 0.00
H 0.199232 -3.760111 0.586679 0.00 0.11 -0.08 0.00
H 2.441218 -2.785141 1.694161 -0.01 0.10 -0.09 0.00
O -0.825885 1.993573 0.461686 0.22 0.04 0.15 0.00
S -1.919165 1.074716 0.479367 0.15 -0.41 -0.05 0.00
O -3.151983 1.456313 1.068800 -0.11 0.01 0.02 0.00
O -1.474211 -0.247331 1.269196 0.24 0.16 0.17 -0.01
C -2.197276 0.489855 -1.161631 0.11 -0.11 -0.39 0.00
C -3.521603 0.566075 -1.570692 0.13 0.00 -0.01 0.00
C -3.876028 0.228538 -2.870294 -0.13 0.03 0.03 0.00
C -2.911457 -0.187599 -3.759625 0.05 -0.05 -0.15 0.00
C -1.582235 -0.288913 -3.361132 -0.06 0.02 0.17 0.00
C -1.203225 0.046099 -2.070953 -0.28 0.12 -0.09 0.01
S 0.531205 -0.203561 -1.719225 -0.82 -0.11 0.24 0.00
O 1.061840 -1.044577 -2.741498 0.16 0.15 0.00 0.00
O 1.148102 1.061128 -1.451570 0.22 0.00 -0.11 0.00
O 0.394001 -1.048932 -0.447836 0.53 -0.39 -0.07 0.01
H -4.268553 0.909409 -0.870483 0.00 0.00 0.02 0.00
H -4.911373 0.299755 -3.176355 0.02 0.00 0.01 0.00
H -3.184701 -0.447694 -4.774080 0.03 0.00 0.02 0.00
H -0.831836 -0.648076 -4.050047 0.02 0.01 0.01 0.00
C 2.848565 3.294659 0.061181 -0.11 -0.03 0.10 0.00
N 2.003541 2.389961 0.834648 0.07 0.25 -0.07 0.00
C 2.241202 1.108363 0.938507 -0.15 -0.18 -0.08 0.00
N 3.377538 0.554609 0.498393 0.01 -0.08 -0.17 0.00
O 1.393849 0.386717 1.601233 0.22 0.14 0.28 0.00
H 2.541671 4.313192 0.274988 0.00 0.01 0.01 0.00
H 2.742468 3.109354 -1.008816 -0.02 -0.06 0.00 0.00
H 3.887591 3.183521 0.365652 0.02 0.01 0.02 0.00
H 1.029126 2.631390 0.987120 0.06 0.03 -0.01 0.00
H 3.850487 0.997688 -0.275004 0.02 0.03 0.06 0.00
H 3.407509 -0.451683 0.492148 0.02 0.02 0.02 0.00